(1)
# C30H44IrN6OTe

A molecular structure, C30H44IrN6OTe (wB97M-V/def2-TZVPD, OMol25).

Structure (XYZ):
```
83
Properties=species:S:1:pos:R:3:forces:R:3
Ir 0.052 0.511 1.026 0.22 0.09 -0.02
C 0.513 -0.643 3.849 0.01 0.01 0.01
C 1.762 -0.912 3.018 0.01 0.00 0.01
N 2.030 0.205 2.076 -0.04 -0.01 0.03
C 2.501 1.461 2.734 0.00 0.00 0.00
C 1.749 2.689 2.233 0.00 -0.02 0.02
N 0.285 2.443 2.213 -0.04 -0.01 0.01
C -0.327 2.301 3.565 -0.01 0.01 0.00
C -1.266 1.107 3.620 0.01 -0.01 0.00
N -0.612 -0.095 3.023 -0.06 0.02 0.00
H 0.724 0.067 4.648 0.00 0.01 -0.01
H 0.200 -1.567 4.333 0.00 0.01 0.01
H 1.632 -1.814 2.418 -0.01 0.00 -0.01
H 2.608 -1.073 3.690 0.00 -0.01 -0.01
H 2.734 -0.101 1.412 0.00 0.00 0.00
H 3.566 1.602 2.554 0.00 0.00 0.01
H 2.386 1.347 3.811 0.00 0.00 0.00
H 2.053 2.930 1.213 0.00 0.00 0.00
H 1.999 3.546 2.862 0.00 0.00 0.00
H -0.169 3.211 1.729 0.03 0.01 -0.01
H -0.873 3.205 3.832 0.00 0.00 0.00
H 0.471 2.203 4.299 0.00 0.01 0.00
H -2.167 1.301 3.034 0.00 0.00 0.01
H -1.560 0.912 4.654 -0.01 0.00 0.00
H -1.323 -0.815 2.936 0.02 -0.02 -0.01
C -6.113 -0.139 1.226 0.00 -0.01 -0.03
N -6.468 1.266 1.062 0.04 0.04 -0.01
C -7.907 1.580 1.032 -0.01 0.01 0.00
C -8.152 2.987 1.519 0.00 0.00 -0.01
C -7.298 3.925 0.699 0.00 -0.02 -0.02
N -5.906 3.503 0.703 0.00 0.09 0.00
C -4.908 4.504 0.432 -0.01 -0.02 -0.03
C -5.466 2.157 0.972 -0.05 -0.18 0.14
O -4.275 1.916 1.077 -0.21 0.19 -0.03
H -6.096 -0.394 2.288 0.00 0.00 0.00
H -5.135 -0.321 0.792 0.00 0.00 0.00
H -6.866 -0.746 0.730 0.00 0.00 0.00
H -8.406 0.847 1.662 0.00 0.01 0.01
H -8.270 1.441 0.008 -0.01 -0.01 0.01
H -7.911 3.080 2.580 0.00 0.00 0.00
H -9.201 3.251 1.394 0.00 0.00 0.00
H -7.331 4.964 1.032 0.00 0.00 0.01
H -7.613 3.923 -0.358 0.00 0.01 0.00
H -4.835 5.159 1.308 0.01 0.00 0.01
H -5.248 5.118 -0.405 0.00 0.01 0.01
H -3.954 4.030 0.237 0.00 0.00 -0.01
C -0.826 0.819 -5.267 0.00 0.00 0.00
C -0.652 0.748 -3.786 0.00 0.00 0.00
C -0.102 1.810 -3.063 0.01 -0.01 0.00
C 0.058 1.709 -1.703 0.00 0.00 -0.01
N -0.286 0.601 -1.013 -0.08 0.03 0.04
C -0.821 -0.431 -1.697 0.02 -0.01 -0.01
C -1.015 -0.387 -3.058 0.00 0.00 0.00
H -1.015 1.839 -5.597 0.00 0.00 0.00
H -1.632 0.173 -5.607 0.00 0.00 0.00
H 0.094 0.485 -5.755 0.00 0.00 0.00
H 0.195 2.723 -3.563 0.00 0.00 0.00
H 0.474 2.528 -1.130 -0.01 0.00 0.00
H -1.100 -1.302 -1.119 0.00 0.00 0.00
H -1.458 -1.241 -3.554 0.00 0.00 0.00
Te 3.516 -3.522 -1.106 0.11 -0.17 -0.15
C 4.302 -5.092 -2.145 0.03 -0.05 0.00
C 5.686 -5.188 -2.379 -0.02 0.02 -0.04
C 6.175 -6.304 -3.022 0.00 0.00 -0.01
C 5.302 -7.309 -3.441 0.00 0.00 0.00
C 3.928 -7.211 -3.211 0.00 -0.01 0.00
C 3.420 -6.111 -2.558 0.01 -0.01 0.04
C 5.078 -2.160 -1.300 0.06 0.02 0.05
C 5.484 -1.758 -2.572 0.02 -0.02 0.00
C 6.528 -0.852 -2.686 0.00 0.00 0.00
C 7.156 -0.362 -1.548 0.00 0.00 0.00
C 6.747 -0.771 -0.285 0.00 -0.01 0.00
C 5.700 -1.672 -0.152 0.01 -0.01 0.00
H 6.360 -4.408 -2.052 0.00 0.00 0.02
H 7.238 -6.404 -3.197 0.00 0.00 -0.01
H 5.696 -8.180 -3.948 0.00 0.00 0.00
H 3.266 -7.999 -3.542 0.00 0.00 0.00
H 2.356 -6.036 -2.370 0.00 0.00 0.00
H 5.014 -2.157 -3.462 -0.01 0.01 0.00
H 6.862 -0.541 -3.667 0.00 0.00 0.00
H 7.982 0.330 -1.647 0.00 0.00 0.00
H 7.264 -0.411 0.595 0.00 0.00 0.00
H 5.418 -2.031 0.832 -0.01 0.01 0.00
```
Forces are in eV/Å.

The calculation puts the energy above the lowest of the compared OMol25 structures with the same formula, charge and spin at 0.0 kJ/mol. The HOMO-LUMO gap (alpha / beta) is 8.41 / 5.29 eV. The molar mass comes out at 824.54 g mol⁻¹. For the HOMO energy (alpha / beta), the calculation gives -17.357 / -17.802 eV. The net charge is +4. Its multiplicity is 6. For the energy, the calculation gives -52904.813 eV. The lowest unoccupied orbital energy (alpha / beta) is -9.0 / -12.5 eV.

=====

(2)
# C18H19NO6

A single C18H19NO6 molecule (wB97M-V/def2-TZVPD, OMol25).

Structure (XYZ):
```
44
Properties=species:S:1:pos:R:3:forces:R:3
O -5.093 3.602 0.806 -0.13 -0.04 0.01
C -4.003 3.953 0.442 -0.23 -0.28 -0.01
O -3.761 5.176 -0.041 0.32 0.62 -0.25
H -4.577 5.701 -0.065 0.01 -0.31 0.12
C -2.748 3.127 0.501 0.17 -0.04 -0.06
C -2.997 1.634 0.699 0.17 0.01 -0.04
C -2.323 0.672 -0.268 -0.30 0.31 0.20
O -2.320 0.731 -1.477 0.03 0.09 -0.45
N -1.745 -0.302 0.472 0.18 -0.27 0.17
C -0.962 -1.354 -0.116 0.41 0.06 -0.11
H -1.228 -1.387 -1.175 0.01 -0.06 0.07
H -1.211 -2.305 0.364 0.03 -0.03 -0.10
C 0.546 -1.109 0.033 0.01 -0.11 -0.67
O 0.937 -1.497 1.330 0.14 -0.16 0.30
H 1.903 -1.509 1.346 -0.04 0.03 0.03
C 1.334 -1.904 -1.016 -0.47 0.10 0.16
H 1.076 -1.553 -2.023 0.03 -0.02 0.05
O 2.701 -1.687 -0.738 0.14 0.04 0.01
C 3.640 -2.303 -1.518 0.23 -0.03 0.03
C 4.968 -2.058 -1.170 -0.18 0.05 0.05
C 5.993 -2.634 -1.891 -0.04 0.03 0.04
C 5.712 -3.462 -2.966 0.04 -0.11 -0.14
C 4.396 -3.704 -3.312 0.15 -0.02 -0.02
C 3.357 -3.131 -2.596 -0.32 0.13 0.15
H 2.339 -3.336 -2.888 -0.10 0.00 0.00
H 4.165 -4.346 -4.149 -0.02 -0.05 -0.06
H 6.514 -3.913 -3.530 0.06 -0.04 -0.05
H 7.017 -2.436 -1.612 0.08 0.02 0.03
H 5.170 -1.410 -0.331 0.02 0.08 0.10
H 1.091 -2.972 -0.926 0.03 0.06 -0.04
H 0.753 -0.037 -0.115 -0.08 -0.12 -0.05
C -1.777 -0.094 1.908 0.08 0.19 0.25
C -2.214 1.349 2.020 -0.51 -0.26 -0.07
C -3.026 1.967 3.130 0.33 0.10 0.01
C -2.856 3.275 2.979 0.25 -0.14 0.21
H -3.301 4.091 3.512 -0.24 0.14 0.15
C -1.908 3.429 1.806 -0.31 0.47 -0.09
H -1.302 4.328 1.758 0.01 -0.03 0.00
O -1.125 2.263 1.898 0.33 -0.33 -0.27
H -3.655 1.425 3.806 -0.27 -0.06 0.19
H -0.786 -0.254 2.335 -0.13 0.02 0.07
H -2.497 -0.770 2.383 0.06 0.05 0.06
H -4.063 1.412 0.770 0.08 -0.06 -0.01
H -2.131 3.333 -0.374 -0.06 -0.03 0.04
```
Forces are in eV/Å.

The calculation puts the energy above the lowest of the compared OMol25 structures with the same formula, charge and spin at 146.6 kJ/mol. The HOMO-LUMO gap is 9.49 eV. The molar mass comes out at 345.35 g mol⁻¹. For the HOMO energy, the calculation gives -8.783 eV. Its structure (SMILES) is O=C(O)[C@@H]1[C@H]2C(=O)N(C[C@@H](O)COc3ccccc3)C[C@]23C=C[C@H]1O3. For the energy, the calculation gives -32749.199 eV. The lowest unoccupied orbital energy is 0.7 eV.

=====

(3)
# C32H29CoNO2P2

A molecular structure, C32H29CoNO2P2 (wB97M-V/def2-TZVPD, OMol25).

Structure (XYZ):
```
67
Properties=species:S:1:pos:R:3:forces:R:3
Co -1.179 -1.069 0.331 -0.52 0.41 -0.15
C -2.174 1.162 2.131 0.04 -0.07 0.02
P -1.395 1.174 0.456 0.00 0.03 -0.08
C -0.048 2.372 0.604 -0.01 0.02 0.04
C 0.849 2.273 1.671 0.01 -0.02 0.03
C 1.820 3.245 1.844 0.02 0.02 0.00
C 1.919 4.306 0.952 0.00 -0.01 0.01
C 1.038 4.399 -0.113 -0.02 -0.02 -0.02
C 0.049 3.439 -0.285 0.04 -0.02 -0.02
C -2.541 1.808 -0.776 -0.06 -0.08 -0.01
C -2.225 1.623 -2.123 0.01 -0.04 0.02
C -3.091 2.064 -3.107 -0.01 0.02 0.00
C -4.287 2.677 -2.753 0.01 0.00 -0.03
C -4.612 2.851 -1.417 0.00 0.00 0.04
C -3.742 2.417 -0.426 0.04 0.08 0.00
C -1.293 0.193 2.866 0.06 -0.05 -0.09
C -0.712 0.110 4.108 0.01 -0.07 0.07
C 0.222 -0.973 4.069 0.04 0.09 0.04
C 0.171 -1.501 2.803 -0.15 0.00 -0.09
C 0.917 -2.495 1.960 0.03 0.02 0.01
P 0.903 -1.625 0.347 0.05 -0.21 -0.18
C 1.363 -2.699 -1.027 0.07 -0.07 0.05
C 2.635 -3.276 -0.994 -0.04 -0.02 0.03
C 3.043 -4.109 -2.021 0.00 0.00 0.00
C 2.196 -4.354 -3.094 0.00 0.00 0.00
C 0.943 -3.761 -3.143 0.00 0.00 0.00
C 0.522 -2.937 -2.109 -0.01 0.08 -0.02
C 2.179 -0.366 0.363 -0.02 0.06 0.01
C 3.091 -0.245 1.407 -0.01 0.02 0.00
C 4.124 0.677 1.313 -0.01 0.00 0.01
C 4.232 1.489 0.194 0.00 0.00 -0.01
C 3.312 1.382 -0.842 0.00 -0.02 0.00
C 2.293 0.451 -0.762 0.02 0.00 0.00
N -0.772 -0.812 2.090 0.21 -0.02 0.35
H -3.209 0.817 2.055 -0.01 0.02 -0.03
H -2.167 2.163 2.561 0.01 -0.01 0.04
H 0.790 1.454 2.377 -0.02 0.01 -0.04
H 2.505 3.170 2.678 -0.01 0.00 -0.01
H 2.680 5.062 1.092 0.00 0.00 0.00
H 1.105 5.226 -0.807 0.00 0.00 0.00
H -0.649 3.537 -1.105 -0.01 0.00 -0.01
H -1.301 1.127 -2.402 -0.02 -0.02 0.01
H -2.842 1.923 -4.150 0.00 0.00 0.00
H -4.967 3.016 -3.522 0.00 0.00 0.00
H -5.544 3.328 -1.142 0.00 0.00 0.00
H -4.001 2.571 0.614 -0.01 -0.01 0.01
H -0.915 0.750 4.951 -0.01 -0.02 0.01
H 0.844 -1.310 4.882 0.00 0.01 0.00
H 0.382 -3.437 1.826 0.00 0.00 0.00
H 1.928 -2.716 2.301 0.00 0.00 0.02
H 3.309 -3.070 -0.171 0.00 -0.01 0.00
H 4.025 -4.562 -1.988 0.00 0.00 0.00
H 2.519 -5.000 -3.899 0.00 0.00 0.00
H 0.292 -3.937 -3.988 0.00 0.00 0.00
H -0.445 -2.456 -2.168 -0.01 -0.02 0.02
H 3.001 -0.855 2.296 0.01 0.00 0.00
H 4.841 0.764 2.118 0.00 0.00 0.00
H 5.037 2.209 0.128 0.00 0.00 0.00
H 3.396 2.019 -1.713 0.00 0.00 0.00
H 1.588 0.349 -1.581 0.00 0.01 0.00
C -3.620 -3.579 -1.010 0.01 0.02 0.01
C -2.534 -2.644 -0.612 0.06 -0.06 -0.11
O -1.679 -2.949 0.280 -0.01 0.04 -0.03
O -2.419 -1.478 -1.128 0.21 -0.13 0.07
H -3.356 -4.597 -0.739 -0.01 0.00 0.00
H -3.814 -3.489 -2.076 0.01 0.01 0.00
H -4.530 -3.295 -0.479 0.01 0.00 0.00
```
Forces are in eV/Å.

The HOMO-LUMO gap is 6.69 eV. The molar mass comes out at 580.47 g mol⁻¹. For the HOMO energy, the calculation gives -10.611 eV. The net charge is +1. For the energy, the calculation gives -95440.112 eV. The lowest unoccupied orbital energy is -3.9 eV.

=====

(4)
# C38H44KN9S3

A molecular structure, C38H44KN9S3 (wB97M-V/def2-TZVPD, OMol25).

Structure (XYZ):
```
95
Properties=species:S:1:pos:R:3:forces:R:3
K 0.431 -0.026 -0.126 0.33 -0.19 -0.36
C -3.127 4.448 4.959 0.01 0.00 0.00
C -2.738 3.312 4.052 0.00 0.04 -0.02
C -3.077 1.991 4.337 0.00 -0.04 0.01
C -2.660 0.953 3.534 -0.01 -0.02 0.02
C -1.877 1.129 2.367 -0.09 0.09 0.03
N -1.397 0.067 1.663 0.22 0.10 -0.10
C -2.156 -1.044 1.470 -0.05 0.01 0.03
C -3.549 -0.968 1.206 0.00 -0.05 -0.05
C -4.318 -2.067 0.886 -0.02 0.04 0.00
C -3.766 -3.345 0.796 0.03 -0.04 -0.01
C -4.591 -4.545 0.418 -0.01 -0.01 0.00
C -2.412 -3.452 1.064 0.00 0.03 -0.01
C -1.619 -2.359 1.407 -0.14 0.00 -0.06
N -0.279 -2.697 1.800 0.14 -0.11 0.14
C 0.008 -3.542 2.816 -0.18 0.13 0.11
C 1.353 -3.809 2.778 0.02 -0.02 0.01
C 1.809 -3.080 1.670 0.05 0.03 -0.05
N 0.826 -2.425 1.076 -0.22 0.14 -0.06
C -1.585 2.487 2.066 -0.07 -0.01 0.14
C -1.989 3.522 2.908 0.01 0.02 0.00
N -0.932 2.928 0.860 -0.08 -0.04 0.02
C -1.408 3.897 0.045 -0.02 0.01 0.05
C -0.430 4.178 -0.879 0.03 0.07 -0.08
C 0.626 3.317 -0.539 -0.06 0.00 0.10
N 0.320 2.586 0.519 0.05 -0.22 0.24
H -4.026 4.207 5.527 0.00 0.00 0.00
H -3.324 5.361 4.394 0.01 0.00 0.00
H -2.337 4.675 5.679 -0.01 0.00 0.00
H -3.667 1.769 5.220 0.00 0.00 0.00
H -2.921 -0.063 3.805 0.01 -0.01 -0.01
H -4.014 0.009 1.265 0.00 0.01 0.01
H -5.379 -1.930 0.700 0.00 0.00 0.00
H -5.641 -4.396 0.671 0.00 0.00 0.00
H -4.248 -5.442 0.936 0.00 0.00 0.00
H -4.541 -4.756 -0.655 0.00 0.00 0.00
H -1.930 -4.423 1.019 0.00 -0.01 0.00
H -0.772 -3.872 3.482 0.01 0.00 0.02
H 1.918 -4.429 3.452 0.01 0.00 0.00
H 2.810 -3.002 1.276 0.00 -0.01 0.01
H -1.696 4.532 2.641 0.00 0.00 0.00
H -2.388 4.314 0.206 0.00 0.01 -0.01
H -0.467 4.905 -1.672 0.01 0.00 0.00
H 1.587 3.167 -1.006 0.00 0.08 0.00
C 4.988 2.616 1.994 0.00 -0.03 0.03
C 4.090 1.510 2.549 0.02 0.09 -0.05
S 3.149 0.522 1.376 0.10 -0.07 0.08
C 4.399 -0.371 0.438 0.06 -0.01 0.01
C 5.130 0.391 -0.673 0.02 -0.04 -0.02
S 3.996 1.254 -1.794 -0.06 0.00 0.05
C 4.627 2.955 -1.890 0.05 0.05 -0.01
C 5.270 3.578 -0.656 -0.02 0.01 -0.03
S 4.199 3.739 0.801 0.04 -0.04 0.01
H 5.874 2.190 1.527 -0.01 0.00 -0.02
H 5.341 3.214 2.836 0.00 0.02 -0.02
H 3.318 1.943 3.187 -0.01 0.01 -0.02
H 4.696 0.856 3.181 -0.03 -0.02 0.01
H 3.843 -1.198 -0.010 -0.02 0.01 -0.01
H 5.138 -0.810 1.113 -0.03 -0.01 0.02
H 5.718 -0.329 -1.245 0.00 0.03 -0.02
H 5.833 1.107 -0.260 -0.02 0.01 0.02
H 3.745 3.540 -2.159 0.00 -0.02 -0.04
H 5.331 3.043 -2.720 0.01 -0.05 0.01
H 5.588 4.582 -0.941 -0.03 0.02 0.03
H 6.179 3.054 -0.366 0.00 0.01 0.01
N 2.242 -1.527 -2.325 -0.04 0.14 0.03
C 1.726 -2.721 -2.820 0.10 -0.08 0.01
C 2.535 -3.671 -3.398 0.01 0.08 0.03
C 2.014 -4.886 -3.875 -0.06 -0.04 -0.01
C 0.678 -5.159 -3.791 0.06 -0.03 -0.01
C -0.186 -4.211 -3.198 0.03 0.07 0.03
C -1.581 -4.417 -3.084 -0.04 0.03 0.02
C -2.357 -3.468 -2.491 0.02 -0.02 -0.01
C -1.734 -2.307 -1.986 0.01 0.00 0.05
N -0.453 -2.074 -2.078 -0.01 0.10 0.06
C 0.331 -2.997 -2.690 -0.07 -0.14 -0.02
H 3.128 -1.276 -2.739 -0.02 0.02 -0.02
H 1.598 -0.745 -2.368 -0.06 -0.11 -0.20
H 3.597 -3.472 -3.495 0.00 0.00 0.00
H 2.688 -5.604 -4.324 -0.01 -0.01 0.00
H 0.268 -6.087 -4.169 0.01 0.00 0.00
H -2.012 -5.334 -3.470 0.00 0.00 0.00
H -3.426 -3.588 -2.379 0.00 -0.01 -0.01
H -2.335 -1.566 -1.462 0.00 0.00 0.00
C -2.393 3.375 -3.555 -0.02 0.02 -0.04
N -2.329 2.078 -2.903 -0.10 -0.16 0.10
C -3.377 1.755 -1.941 -0.01 -0.02 -0.01
C -1.173 1.444 -2.804 0.09 0.15 -0.08
N -0.166 0.876 -2.757 0.08 0.07 -0.03
H -3.259 3.404 -4.219 0.00 0.00 0.00
H -1.492 3.532 -4.143 0.00 0.00 -0.01
H -2.481 4.178 -2.819 0.01 -0.02 -0.01
H -4.346 1.822 -2.434 0.00 0.00 0.00
H -3.353 2.441 -1.089 -0.01 -0.02 -0.01
H -3.236 0.740 -1.575 -0.01 0.00 0.02
```
Forces are in eV/Å.

The calculation puts the energy above the lowest of the compared OMol25 structures with the same formula, charge and spin at 76.9 kJ/mol. The HOMO-LUMO gap is 6.33 eV. The molar mass comes out at 762.13 g mol⁻¹. For the HOMO energy, the calculation gives -6.012 eV. For the energy, the calculation gives -102362.361 eV. The lowest unoccupied orbital energy is 0.3 eV.